Below is a cluster of 2 separate species, C4H8S2 in total, with properties calculated with wB97M-V/def2-TZVPD.

XYZ file:
```
14
Properties=species:S:1:pos:R:3
C 1.520 -0.586 -1.575
C 0.811 -1.508 1.298
C -1.484 1.229 -0.763
C -0.025 -0.733 0.346
S 2.132 0.856 -1.332
S -0.186 0.995 0.448
H 2.203 -1.443 -1.756
H 1.117 -0.948 2.311
H 1.726 -1.662 0.707
H 0.300 -2.444 1.489
H -1.575 2.302 -0.948
H -2.418 0.987 -0.157
H -1.391 0.501 -1.581
H -0.871 -1.248 -0.199
```

LUMO level (spin up / spin down) in Ha: -0.007 / -0.009
Multiplicity: 1
Kohn-Sham gap (spin up / spin down) in eV: 6.939 / 6.967
Relative energy (zero: lowest compared OMol25 entry of this formula, charge and spin) in kJ/mol: 449.6
Calculated total energy in a.u.: -953.415399

Atomic partial charges in e from the Mulliken method, atoms 1 to 4: number 1, C, carries -0.33; number 2, C, carries -0.75; number 3, C, carries -0.81; number 4, C, carries -0.20